No. 1
This record from the OMol25 dataset describes a structure of composition C42H53BrN4O6PdSSi. The level of theory is ωB97M-V with the def2-TZVPD basis set.

Geometry as XYZ:
```
109
Properties=species:S:1:pos:R:3:forces:R:3
Pd -0.0647 -0.0249 -0.8998 0.498 -0.559 0.740
C -5.5337 4.8956 0.0846 0.013 -0.070 0.057
C -5.5791 3.8535 1.2033 -0.042 -0.004 0.044
C -5.2787 4.5664 2.5322 -0.015 -0.020 -0.084
C -6.9909 3.2502 1.2531 0.051 0.075 0.006
C -4.5600 2.7387 0.9849 -0.066 0.016 0.025
C -3.7698 2.6459 -0.1441 0.003 0.019 -0.121
C -2.8558 1.6160 -0.2462 0.223 -0.166 -0.176
Br -1.7738 1.5848 -1.8524 -0.724 0.572 -0.024
C -2.6033 0.6285 0.7343 -0.196 0.061 -0.014
O -1.6905 -0.2825 0.5788 0.399 0.171 0.134
C -3.4626 0.7130 1.8841 0.152 -0.042 -0.121
C -4.3879 1.7436 1.9474 0.007 0.057 -0.010
C -3.4830 -0.2683 3.0779 0.007 -0.004 -0.019
C -3.3228 0.5362 4.3787 -0.028 -0.046 0.004
C -2.3983 -1.3519 3.0862 -0.003 0.152 -0.110
C -4.8431 -0.9844 3.0832 0.025 -0.004 0.011
H -6.2223 5.7100 0.3159 -0.013 -0.003 -0.022
H -5.8313 4.4658 -0.8739 0.035 0.018 -0.017
H -4.5320 5.3185 -0.0164 -0.019 0.035 -0.025
H -5.9415 5.4256 2.6615 -0.009 -0.014 0.011
H -4.2456 4.9188 2.5470 -0.008 0.025 0.024
H -5.4229 3.9018 3.3846 0.033 -0.007 0.016
H -7.7353 4.0298 1.4361 -0.002 -0.010 -0.002
H -7.0726 2.5084 2.0486 -0.020 -0.006 0.004
H -7.2275 2.7594 0.3073 -0.018 -0.006 0.006
H -3.8404 3.3594 -0.9541 -0.017 -0.002 0.034
H -5.0228 1.7840 2.8248 -0.002 0.021 -0.043
H -2.4171 1.1390 4.3276 0.014 0.034 0.050
H -3.2382 -0.1403 5.2331 -0.023 0.001 -0.003
H -4.1677 1.2019 4.5595 0.044 -0.010 0.031
H -1.4006 -0.9185 3.0810 0.053 -0.053 -0.062
H -2.5008 -2.0021 2.2214 0.067 -0.061 -0.091
H -2.5106 -1.9568 3.9917 -0.030 0.051 -0.026
H -5.6696 -0.2840 3.2134 -0.002 -0.022 -0.015
H -4.8818 -1.7146 3.8959 -0.017 0.012 0.010
H -4.9937 -1.5113 2.1384 -0.018 -0.023 0.013
C 7.3201 -4.3758 -5.4570 -0.061 0.086 0.046
C 6.1653 -4.6655 -4.5071 -0.195 0.258 -0.066
S 4.9365 -3.3262 -4.5836 -0.142 -0.126 -0.174
O 5.0975 -2.6097 -5.8238 -0.013 -0.218 -0.111
O 4.9947 -2.5756 -3.3587 -0.143 -0.099 0.260
C 3.3160 -4.1633 -4.7514 0.334 0.348 0.393
C 2.5410 -4.4865 -3.4698 0.149 0.003 -0.135
N 2.3218 -3.3651 -2.5616 0.323 -0.108 0.084
C 1.5145 -2.3095 -2.8006 -0.145 0.123 -0.088
N 1.5203 -1.4596 -1.7871 -0.093 0.472 0.509
C 2.3710 -1.9582 -0.8603 0.339 -0.378 -0.071
C 2.8835 -3.1428 -1.3102 -0.629 0.589 -0.255
N 3.8443 -3.9271 -0.6416 0.761 -0.194 0.117
O 4.2079 -3.5263 0.4439 -0.141 0.103 0.222
O 4.3030 -4.9300 -1.1749 -0.249 -0.109 -0.276
C 0.7660 -2.1035 -4.0647 0.050 0.035 -0.060
H 7.9473 -5.2581 -5.5729 0.002 -0.016 0.083
H 7.9306 -3.5568 -5.0803 0.024 -0.012 -0.024
H 6.9363 -4.0834 -6.4316 0.056 -0.045 -0.049
H 6.4696 -4.7055 -3.4629 -0.044 -0.064 0.023
H 5.6480 -5.5889 -4.7668 0.017 -0.008 0.009
H 3.5238 -5.0893 -5.2856 -0.135 0.023 -0.104
H 2.7710 -3.4909 -5.4107 -0.015 0.002 -0.024
H 3.0600 -5.2508 -2.9092 -0.007 -0.095 0.095
H 1.5601 -4.8719 -3.7536 0.046 -0.045 -0.039
H 2.6076 -1.4419 0.0510 0.009 -0.055 -0.045
H 0.3449 -3.0366 -4.4411 -0.040 0.030 -0.010
H 1.4283 -1.6858 -4.8271 0.007 -0.034 -0.003
H -0.0390 -1.3985 -3.8821 -0.029 -0.049 0.023
C -3.0817 -3.5259 -2.0428 0.053 0.029 0.021
C -1.9503 -2.7028 -1.4779 -0.023 -0.022 -0.040
N -1.4810 -3.0871 -0.2756 0.155 -0.014 -0.031
O -1.4844 -1.7483 -2.0948 -0.008 -0.019 0.083
H -3.1240 -4.5180 -1.5959 -0.044 -0.010 -0.022
H -2.9721 -3.6075 -3.1213 0.009 0.017 -0.005
H -4.0178 -3.0048 -1.8368 0.007 0.002 0.005
H -1.9588 -3.7855 0.2634 -0.082 -0.010 -0.012
H -0.9126 -2.4226 0.2281 -0.040 0.179 0.110
C 1.1268 -0.3571 4.9379 -0.037 0.026 -0.024
C 0.3599 0.7477 4.5968 -0.011 -0.015 0.081
C 0.3675 1.2265 3.2955 0.033 0.073 -0.032
C 1.1518 0.6219 2.3117 -0.008 0.085 -0.440
C 1.9091 -0.4955 2.6701 -0.059 -0.009 0.017
C 1.8996 -0.9812 3.9689 0.004 -0.098 0.020
Si 1.1893 1.3618 0.5639 -0.029 -0.458 -0.350
C 0.8627 3.2230 0.8110 -0.236 -0.414 -0.329
C 1.9104 3.9810 1.3389 0.056 -0.089 -0.011
C 1.7616 5.3375 1.5778 0.023 0.069 0.034
C 0.5588 5.9685 1.2890 0.000 -0.033 0.004
C -0.4931 5.2302 0.7689 0.017 0.062 0.012
C -0.3396 3.8705 0.5336 -0.098 -0.071 0.007
C 2.9456 1.2160 -0.1494 -0.396 -0.045 0.265
C 4.0579 1.1238 0.6897 0.021 -0.014 -0.042
C 5.3381 1.0184 0.1635 0.055 -0.025 -0.001
C 5.5221 0.9964 -1.2111 0.032 -0.026 0.009
C 4.4276 1.0953 -2.0592 0.004 -0.016 -0.037
C 3.1513 1.2063 -1.5301 0.049 0.125 -0.003
H 1.1182 -0.7324 5.9534 0.014 0.005 0.001
H -0.2487 1.2347 5.3487 0.007 0.002 -0.003
H -0.2356 2.0916 3.0389 0.011 -0.002 0.037
H 2.5358 -0.9929 1.9395 0.012 0.017 0.057
H 2.4980 -1.8472 4.2242 0.005 0.011 0.002
H 2.8590 3.5056 1.5621 0.025 0.032 -0.002
H 2.5877 5.9065 1.9863 0.001 -0.008 -0.004
H 0.4456 7.0304 1.4685 -0.003 -0.004 0.004
H -1.4351 5.7144 0.5409 -0.011 -0.022 0.004
H -1.1754 3.3110 0.1348 0.082 0.089 0.071
H 3.9223 1.1274 1.7656 0.032 -0.003 -0.003
H 6.1923 0.9427 0.8251 -0.012 0.001 0.005
H 6.5181 0.8955 -1.6235 -0.006 0.006 0.002
H 4.5757 1.0731 -3.1317 -0.024 0.002 0.001
H 2.2975 1.2786 -2.1947 0.032 -0.006 -0.023
```
Forces are in eV/Å.

Its strongest force on any atom is 1.052 eV Å⁻¹. The lowest unoccupied orbital energy comes out at -0.0208 hartree. Its HOMO energy is -7.011 eV. The calculation puts the electronic energy at -5692.235441 hartree.

---

No. 2
This record from the OMol25 dataset describes a cluster of 6 separate species, C42H53N6O3 in total. The level of theory is ωB97M-V with the def2-TZVPD basis set.

Geometry as XYZ:
```
104
Properties=species:S:1:pos:R:3:forces:R:3
C -2.5478 0.9328 -5.3172 0.719 0.295 -0.069
C -1.5555 1.3137 -4.7043 0.256 -1.360 -0.249
C -0.1825 1.4213 -3.9741 -0.656 0.357 -0.327
C -0.0892 0.5088 -2.6435 -0.149 -0.268 -1.347
C -0.4169 -1.0161 -3.0789 0.167 0.030 0.725
C -0.3872 -2.0569 -1.8562 -0.373 -0.684 -0.449
C 0.8596 -3.0632 -1.8351 0.170 1.283 1.586
O 0.4836 -4.4495 -2.0627 -1.138 0.223 0.918
C -0.2244 -5.0201 -0.9870 -0.523 -0.663 1.371
C -1.6638 -5.6026 -1.3616 1.243 0.726 -1.239
O 0.1886 -5.0826 0.1651 -0.458 0.588 -2.501
C -1.1442 1.1045 -1.6118 -0.071 -0.181 -0.481
C -0.5969 1.5953 -0.2046 -2.760 0.817 1.629
C -1.4500 2.9225 0.1546 -0.789 -0.941 -0.368
C -1.0123 0.5478 0.9617 -0.171 0.257 0.090
N 0.8243 2.0122 -0.1559 -0.443 -0.208 -2.031
O 1.0282 3.2357 -0.5518 -0.182 -0.862 0.606
C 1.7758 1.0466 -0.7489 3.066 -0.453 -0.109
C 3.1808 1.8416 -0.8683 -0.223 -0.483 -0.753
C 2.1000 -0.2218 0.1420 0.070 0.160 0.660
C 1.4445 0.5296 -2.2120 -0.319 0.553 -0.149
H -3.3730 0.5739 -5.9879 1.305 0.779 1.314
H 0.6612 1.1355 -4.6840 -1.269 0.283 0.623
H -0.0267 2.5233 -3.7176 -0.077 -1.445 -0.061
H -1.4196 -1.1183 -3.5838 1.064 0.453 0.484
H 0.3763 -1.3455 -3.8192 -0.914 0.467 0.662
H -1.3256 -2.7020 -1.9539 1.207 0.809 0.211
H -0.4510 -1.5658 -0.8429 0.041 -0.307 -1.198
H 1.6361 -2.7089 -2.5706 -0.846 -0.987 0.535
H 1.3157 -3.0020 -0.7895 -0.376 -0.163 -1.438
H -1.9750 -6.4483 -0.6891 0.431 1.085 -0.669
H -1.6081 -5.9085 -2.4580 -0.240 0.169 1.470
H -2.3760 -4.7194 -1.3278 0.742 -1.124 0.176
H -1.6745 1.9932 -2.0916 0.797 -1.152 0.493
H -1.9637 0.3203 -1.4793 1.081 1.072 0.122
H -1.1184 3.3833 1.1286 -0.212 -0.410 -1.166
H -2.5216 2.5464 0.2892 1.315 0.547 -0.127
H -1.4896 3.6506 -0.7065 0.358 -0.656 1.151
H -1.5563 -0.3492 0.5164 1.047 0.982 0.673
H -0.1468 0.2593 1.6241 -0.897 0.074 -0.846
H -1.7824 1.0334 1.6505 1.098 -0.519 -0.922
H 3.1572 2.5412 -1.7679 -0.078 -0.691 1.446
H 3.4166 2.4132 0.0783 -0.186 -0.757 -1.137
H 3.9802 1.0700 -1.1222 -0.896 0.959 0.596
H 1.2354 -0.9341 0.2734 0.922 0.730 -0.311
H 2.4434 0.0563 1.1934 -0.438 -0.187 -1.340
H 2.9713 -0.7493 -0.3629 -1.214 0.490 0.667
H 2.0274 1.1680 -2.9579 -0.834 -0.770 0.978
H 1.8608 -0.5147 -2.3096 -0.399 1.148 0.174
N 2.3056 -2.2720 3.7927 -0.531 0.032 0.142
C 2.0456 -1.6161 4.9318 0.210 -0.192 -0.392
C 0.7914 -1.5506 5.5168 -0.238 -0.191 0.057
C -0.2597 -2.1978 4.8861 -0.048 -0.018 -0.052
C -0.0194 -2.8827 3.7040 -0.022 0.131 0.038
C 1.2721 -2.8915 3.2013 0.500 0.159 0.030
H 2.8987 -1.1226 5.3860 -0.063 -0.002 0.072
H 0.6422 -1.0078 6.4391 0.119 0.018 -0.104
H -1.2570 -2.1693 5.3116 0.042 -0.005 -0.009
H -0.8168 -3.3991 3.1844 0.056 0.041 -0.060
H 1.5113 -3.4158 2.2812 -0.102 -0.041 0.017
N 1.2597 1.1314 7.1144 0.038 0.706 0.219
C 0.3550 1.7135 7.9128 0.219 -0.301 -0.222
C 0.3167 3.0740 8.1721 0.052 0.030 -0.037
C 1.2714 3.8822 7.5749 0.006 0.113 0.015
C 2.2201 3.3047 6.7455 -0.071 0.024 0.054
C 2.1701 1.9342 6.5480 -0.194 -0.384 0.081
H -0.3691 1.0397 8.3595 -0.020 0.068 0.028
H -0.4402 3.4901 8.8247 0.021 -0.044 -0.020
H 1.2759 4.9514 7.7536 -0.001 -0.055 -0.009
H 2.9809 3.9044 6.2626 -0.023 -0.052 0.002
H 2.8888 1.4367 5.9047 0.011 0.078 -0.005
N -3.3406 4.8646 -2.6746 0.015 0.508 0.104
C -4.2543 5.4451 -1.8859 0.218 -0.326 -0.210
C -4.3139 6.8090 -1.6474 0.057 0.026 -0.040
C -3.3713 7.6225 -2.2563 0.004 0.125 0.013
C -2.4132 7.0469 -3.0758 -0.070 0.026 0.046
C -2.4423 5.6727 -3.2522 -0.194 -0.395 0.093
H -4.9682 4.7672 -1.4294 -0.014 0.063 0.020
H -5.0776 7.2233 -1.0017 0.022 -0.043 -0.018
H -3.3833 8.6943 -2.0938 0.002 -0.054 -0.006
H -1.6611 7.6507 -3.5673 -0.015 -0.051 0.011
H -1.7153 5.1763 -3.8872 0.015 0.061 0.006
N 0.7559 -6.4536 7.0642 -0.199 -0.221 -0.418
C 0.7149 -7.7737 6.8431 0.077 0.387 0.190
C 0.2158 -8.3467 5.6841 -0.026 0.060 -0.047
C -0.2739 -7.5068 4.6959 -0.047 -0.043 -0.089
C -0.2447 -6.1362 4.9007 -0.018 -0.154 0.023
C 0.2787 -5.6631 6.0938 0.183 -0.088 0.392
H 1.1063 -8.3895 7.6463 -0.017 -0.042 -0.054
H 0.2101 -9.4220 5.5585 0.012 0.037 0.031
H -0.6740 -7.9162 3.7751 0.027 0.025 0.038
H -0.6184 -5.4511 4.1524 0.053 -0.042 0.048
H 0.3265 -4.5986 6.2988 -0.011 -0.014 -0.088
N 1.4982 1.4754 -7.0906 -0.169 -0.001 -0.496
C 0.4768 2.2419 -7.4956 0.313 -0.161 0.306
C 0.0091 2.2771 -8.7994 0.065 -0.050 -0.062
C 0.6351 1.4767 -9.7422 -0.042 -0.001 -0.098
C 1.6962 0.6754 -9.3490 -0.069 0.056 -0.010
C 2.0852 0.7099 -8.0198 -0.071 0.152 0.385
H 0.0220 2.8521 -6.7224 -0.066 -0.013 -0.065
H -0.8229 2.9145 -9.0698 0.030 -0.016 0.046
H 0.2995 1.4770 -10.7731 0.017 -0.001 0.051
H 2.2091 0.0380 -10.0578 -0.003 0.014 0.052
H 2.9076 0.0983 -7.6630 -0.009 -0.005 -0.074
```
Forces are in eV/Å.

The spin multiplicity is 2. Its strongest force on any atom is 3.307 eV Å⁻¹. The lowest unoccupied orbital energy (alpha / beta) comes out at 0.0240 / 0.0114 hartree. Its HOMO energy (alpha / beta) is -8.423 / -9.317 eV. The calculation puts the electronic energy at -2186.197963 hartree.